[1]
Molecular formula: C6H6O2
Method: DFT, ωB97M-V/def2-TZVPD

XYZ file:
```
14
Properties=species:S:1:pos:R:3:forces:R:3:nbo_charge:R:1
O 0.072045 2.313781 -1.732098 2.07 -4.32 0.83 -0.5132
O -1.317169 -0.805049 1.089147 0.14 0.21 0.77 -0.5147
C 1.045235 -0.489760 1.091935 -0.62 0.95 -0.85 -0.2229
C 0.700475 -1.303832 0.070447 0.33 0.18 0.27 -0.2091
C -0.291752 0.311277 1.213277 0.18 -1.77 4.06 0.0411
C -0.795565 -0.958923 -0.265742 0.19 2.28 0.48 0.0390
C -0.588159 0.611659 -0.154620 -1.84 2.12 -3.87 -0.3416
C 0.333644 1.168497 -1.304544 -1.51 1.18 -1.09 0.4461
H -0.493326 0.989702 2.134913 0.43 -1.10 -1.87 0.2242
H 1.061835 0.108810 -1.866364 -1.68 3.59 1.24 0.1075
H 1.385263 -1.847855 -0.533909 0.22 -0.70 -0.29 0.2206
H 2.010987 -0.046819 1.468701 -1.10 -1.29 -0.39 0.2419
H -1.592061 1.190956 -0.100599 1.56 -0.82 -0.95 0.2438
H -1.531453 -1.242444 -1.110543 1.62 -0.51 1.66 0.2371
```
Forces are in eV/Å.

Properties
energy relative to the best compared isomer or geometry (same formula, charge and spin) = 113.7 kcal/mol
electronic energy = -382.504551 Eh

***

[2]
Molecular formula: C4H12
Method: DFT, ωB97M-V/def2-TZVPD

XYZ file:
```
16
Properties=species:S:1:pos:R:3:forces:R:3:nbo_charge:R:1
C 0.999170 1.294646 -1.508448 -0.75 -0.91 -0.81 -0.6164
C -1.223314 -0.893850 1.862321 -0.19 -0.02 0.22 -0.6070
C 0.017535 -1.523138 2.519709 -0.73 1.08 0.10 -0.6095
C 0.259739 1.075963 -2.840131 -0.68 0.90 -0.34 -0.6109
H 1.926914 0.763654 -1.681566 0.79 0.76 0.57 0.2086
H 0.385826 -0.782950 3.224899 0.10 0.01 0.33 0.1998
H 0.814693 -1.600297 1.790425 0.11 -0.70 -0.07 0.2065
H -0.825999 1.034396 -2.727285 0.06 -0.46 0.10 0.2013
H 0.362718 1.864675 -3.593252 0.43 0.36 0.42 0.2026
H -0.225869 -2.402718 3.106499 0.32 -0.41 -0.39 0.2068
H 0.512781 0.735228 -0.710849 -0.19 -0.03 0.03 0.2024
H -1.000040 0.159560 1.704590 -0.18 0.06 -0.39 0.2004
H 0.649060 0.223927 -3.375195 -0.23 -0.66 0.14 0.2021
H -2.115080 -0.923864 2.492382 0.20 -0.01 0.29 0.2015
H -1.557304 -1.358754 0.933227 0.40 0.01 -0.11 0.2015
H 1.019166 2.333517 -1.197330 0.57 0.04 -0.10 0.2101
```
Forces are in eV/Å.

Properties
structure (SMILES) = CC.CC
energy relative to the best compared isomer or geometry (same formula, charge and spin) = 9.8 kcal/mol
electronic energy = -159.569422 Eh

***

[3]
Molecular formula: C3H9N3O
Method: DFT, ωB97M-V/def2-TZVPD

XYZ file:
```
16
Properties=species:S:1:pos:R:3:forces:R:3:nbo_charge:R:1
O -2.445808 -0.471336 1.881369 0.07 -0.07 0.13 -0.6130
N -2.249413 -0.798236 -0.361178 -0.31 -0.06 -0.25 -0.8311
N 1.816562 1.758762 0.082285 -0.12 -0.10 -0.10 -0.8885
N 0.767647 -0.325905 -0.451425 0.12 -0.53 -0.03 -0.4387
C -2.913150 -0.462233 0.765405 0.01 0.00 0.01 0.5217
C 2.012797 -1.036392 -0.206730 0.09 -0.10 0.12 -0.4562
C 0.720340 0.916427 -0.317703 0.10 0.75 0.19 0.2759
H -0.227104 1.428881 -0.496488 -0.08 -0.18 -0.12 0.1525
H -3.965963 -0.180791 0.583454 0.04 0.07 -0.09 0.0957
H 1.667826 2.065597 1.038103 0.08 -0.09 0.09 0.3787
H -1.288166 -1.109216 -0.349081 0.23 0.30 0.13 0.4291
H 2.284578 -1.589458 -1.106866 -0.05 0.02 -0.01 0.2048
H 1.846610 -1.775084 0.579819 -0.07 0.02 -0.04 0.2085
H -2.675941 -0.631186 -1.255441 -0.06 -0.12 0.05 0.3860
H 2.840694 -0.393798 0.091160 -0.03 0.04 -0.07 0.2047
H 1.808487 2.603967 -0.476688 -0.04 0.04 -0.01 0.3698
```
Forces are in eV/Å.

Properties
structure (SMILES) = C/N=C\N.NC=O
energy relative to the best compared isomer or geometry (same formula, charge and spin) = 26.0 kcal/mol
electronic energy = -359.202989 Eh

***

What did the third record say?
Molecular formula: C3H9N3O
Method: DFT, ωB97M-V/def2-TZVPD

XYZ file:
```
16
Properties=species:S:1:pos:R:3:forces:R:3:nbo_charge:R:1
O -2.445808 -0.471336 1.881369 0.07 -0.07 0.13 -0.6130
N -2.249413 -0.798236 -0.361178 -0.31 -0.06 -0.25 -0.8311
N 1.816562 1.758762 0.082285 -0.12 -0.10 -0.10 -0.8885
N 0.767647 -0.325905 -0.451425 0.12 -0.53 -0.03 -0.4387
C -2.913150 -0.462233 0.765405 0.01 0.00 0.01 0.5217
C 2.012797 -1.036392 -0.206730 0.09 -0.10 0.12 -0.4562
C 0.720340 0.916427 -0.317703 0.10 0.75 0.19 0.2759
H -0.227104 1.428881 -0.496488 -0.08 -0.18 -0.12 0.1525
H -3.965963 -0.180791 0.583454 0.04 0.07 -0.09 0.0957
H 1.667826 2.065597 1.038103 0.08 -0.09 0.09 0.3787
H -1.288166 -1.109216 -0.349081 0.23 0.30 0.13 0.4291
H 2.284578 -1.589458 -1.106866 -0.05 0.02 -0.01 0.2048
H 1.846610 -1.775084 0.579819 -0.07 0.02 -0.04 0.2085
H -2.675941 -0.631186 -1.255441 -0.06 -0.12 0.05 0.3860
H 2.840694 -0.393798 0.091160 -0.03 0.04 -0.07 0.2047
H 1.808487 2.603967 -0.476688 -0.04 0.04 -0.01 0.3698
```
Forces are in eV/Å.

Properties
structure (SMILES) = C/N=C\N.NC=O
energy relative to the best compared isomer or geometry (same formula, charge and spin) = 26.0 kcal/mol
electronic energy = -359.202989 Eh

***

Question: The lowest electronic energy belongs to which entry?
Answer: C6H6O2

***

Please write out number 2 again, unchanged.
Molecular formula: C4H12
Method: DFT, ωB97M-V/def2-TZVPD

XYZ file:
```
16
Properties=species:S:1:pos:R:3:forces:R:3:nbo_charge:R:1
C 0.999170 1.294646 -1.508448 -0.75 -0.91 -0.81 -0.6164
C -1.223314 -0.893850 1.862321 -0.19 -0.02 0.22 -0.6070
C 0.017535 -1.523138 2.519709 -0.73 1.08 0.10 -0.6095
C 0.259739 1.075963 -2.840131 -0.68 0.90 -0.34 -0.6109
H 1.926914 0.763654 -1.681566 0.79 0.76 0.57 0.2086
H 0.385826 -0.782950 3.224899 0.10 0.01 0.33 0.1998
H 0.814693 -1.600297 1.790425 0.11 -0.70 -0.07 0.2065
H -0.825999 1.034396 -2.727285 0.06 -0.46 0.10 0.2013
H 0.362718 1.864675 -3.593252 0.43 0.36 0.42 0.2026
H -0.225869 -2.402718 3.106499 0.32 -0.41 -0.39 0.2068
H 0.512781 0.735228 -0.710849 -0.19 -0.03 0.03 0.2024
H -1.000040 0.159560 1.704590 -0.18 0.06 -0.39 0.2004
H 0.649060 0.223927 -3.375195 -0.23 -0.66 0.14 0.2021
H -2.115080 -0.923864 2.492382 0.20 -0.01 0.29 0.2015
H -1.557304 -1.358754 0.933227 0.40 0.01 -0.11 0.2015
H 1.019166 2.333517 -1.197330 0.57 0.04 -0.10 0.2101
```
Forces are in eV/Å.

Properties
structure (SMILES) = CC.CC
energy relative to the best compared isomer or geometry (same formula, charge and spin) = 9.8 kcal/mol
electronic energy = -159.569422 Eh

***

Question: What is the electronic energy in the first record?
Answer: -382.504551 Eh